DFT (ωB97M-V/def2-TZVPD) results for a 11-piece molecular cluster, C38H79F6O40P3S6 overall in a non-equilibrium geometry.

Structure (SMILES): CCOC(=O)C(F)(F)F.CCOC(=O)C(F)(F)F.CCOP(=O)(OCC)OCC.CCOP(=O)(OCC)OCC.CCOP(=O)(OCC)OCC.O=S1(=O)OCCO1.O=S1(=O)OCCO1.O=S1(=O)OCCO1.O=S1(=O)OCCO1.O=S1(=O)OCCO1.O=S1(=O)OCCO1
Lowest unoccupied orbital energy (eV): 0.1
E_tot (a.u.): -8517.24865
Kohn-Sham gap (eV): 10.4546
Total charge: 0

Structure (XYZ):
```
172
Properties=species:S:1:pos:R:3:forces:R:3
H -12.68342 2.51851 6.40977 0.313 0.286 0.023
H -0.01340 -14.35588 -2.59236 0.242 -0.027 -0.143
H 2.17383 9.81896 -9.29243 0.100 -0.206 0.511
C -2.95675 9.85931 -3.47475 0.943 -0.162 -1.324
H 2.54169 6.79700 -9.83746 -0.665 -0.171 0.303
O -9.28152 0.60907 11.82012 2.305 3.541 1.478
C -0.75128 -13.12083 -1.05712 -1.163 -0.309 0.229
S 3.33574 5.37509 4.31890 0.561 1.213 -1.353
F 13.09891 -3.76200 3.81515 0.662 -0.178 -0.406
O -10.94782 1.60518 4.97349 0.368 -2.130 1.879
O -4.68357 -8.21942 1.80231 -0.442 -2.005 1.074
H 3.13657 -8.03886 -2.48019 0.536 -0.187 0.202
C -3.22708 -6.08419 -6.60683 0.265 -0.201 0.842
H 4.80648 4.84688 -6.06462 0.453 -0.939 -0.338
H -14.15378 1.10347 7.66128 -0.051 -0.029 0.159
C 2.66645 6.52642 2.13285 0.343 -0.821 -0.862
C -0.25812 -13.30149 -2.46400 -0.553 -0.574 1.002
H -1.61358 -13.78644 -1.01839 -0.114 -0.179 0.581
S -5.07215 8.70876 -2.79398 -0.543 -0.903 1.513
C -3.62546 9.25352 -4.73374 1.223 1.395 -0.730
H -0.08211 -0.57809 0.56411 0.459 -0.137 -0.386
O 2.57848 7.50283 -7.87551 2.121 0.187 1.645
H 1.47133 0.10859 1.17611 -0.113 0.212 -0.147
O 9.36198 2.92001 -0.76673 0.086 0.965 -0.769
C 2.73193 7.71857 -9.28735 0.748 -0.193 -0.575
O 0.92862 -12.57835 -2.61423 1.554 1.877 -0.852
H 9.74078 -1.21663 6.51820 -0.068 0.228 0.144
H 1.56600 -8.31117 -1.92331 -0.193 -0.438 0.356
H -1.13851 -12.13309 -0.80707 0.243 0.170 -0.361
H 5.67060 11.41332 -7.01660 -0.514 -0.254 -0.035
H 2.98394 -13.14658 -3.97260 -0.432 0.183 0.008
H 3.63231 -12.13095 -5.25030 -0.164 0.228 -0.045
H -2.97061 10.94922 -3.47717 -0.341 -0.062 0.210
O -3.43771 -4.49239 -4.89852 1.799 1.719 -0.052
C 10.90881 -3.32991 4.31753 -4.590 3.346 0.570
C 8.26304 -2.50790 5.84500 -1.278 -0.131 0.343
O 3.65744 7.04963 4.12756 2.285 -2.736 3.365
H 1.24731 -12.31733 -6.44833 0.733 0.622 -0.168
H -2.31950 -6.62108 -6.33087 -0.356 -0.581 0.379
O 3.72883 7.64800 -5.43618 -0.209 -0.332 -2.930
O 10.61816 -2.62653 5.58380 2.999 -3.204 -3.642
F -10.40905 -1.07359 4.47706 0.616 0.125 1.247
C -4.05382 -5.64333 -5.36119 -0.301 -0.832 -2.488
H -7.49756 2.51126 9.66203 0.082 -0.012 0.058
H 6.51672 8.53601 -6.38812 -0.151 -0.164 0.143
H 3.90898 -10.31996 -1.55508 -0.160 -0.075 0.005
O 7.05667 2.60452 -0.45879 -0.015 0.955 -0.123
H -5.39914 2.46603 11.06289 -0.160 -0.375 0.151
F 12.40890 -4.39385 5.76951 0.246 -0.037 -0.199
C -6.33402 2.74692 11.54785 -0.505 0.390 -0.970
O -1.54795 1.16618 -0.51493 -0.377 0.352 1.878
H -2.89615 8.83933 -5.42991 0.018 -0.515 0.372
H -1.93270 4.31572 2.81759 0.549 -0.123 -0.660
S -4.72284 -8.89017 3.34020 1.179 0.195 0.956
H -1.91556 9.53683 -3.47981 -0.016 0.004 0.506
H 3.89062 8.23659 2.52042 -0.128 0.162 0.093
C 1.86203 8.85293 -9.68952 -0.542 0.798 -0.768
C -10.93408 0.76737 5.87339 -1.683 2.559 -0.821
H 8.27965 -3.19528 6.69077 0.926 -0.443 -0.194
H 3.86823 4.33332 -9.05478 -0.213 0.036 0.235
C -3.74516 3.33639 3.06247 -0.460 0.420 -0.454
H 7.17488 0.58183 -1.04479 -0.361 0.394 0.058
H -0.02218 -13.40082 -0.29678 0.053 -0.149 -0.202
H 0.71081 -1.98200 2.53668 0.115 0.146 -0.167
H 0.01868 2.57212 -0.41516 -0.027 -0.114 0.162
H -4.24757 4.04424 2.40320 -0.154 0.057 -0.017
C 6.11608 9.26162 -7.09598 0.381 -0.385 0.779
O -8.90459 2.25362 13.74798 0.909 -0.933 -3.833
H -5.86616 -6.18078 3.21340 -0.331 -0.252 -0.684
O 8.37855 4.27214 1.05714 -0.761 -1.220 -2.508
H -3.81408 3.74489 4.07067 -0.080 -0.148 0.111
H 9.55178 -0.98927 4.84740 -0.250 -0.524 -0.598
H -13.06352 1.17190 9.07304 0.010 -0.340 -0.089
C -0.60757 2.07392 -1.15523 0.000 0.009 0.330
C 7.64265 1.28432 -0.35500 0.592 1.205 -0.406
P 3.92727 7.56213 -6.92753 1.316 1.568 0.603
C 2.60159 -8.54571 -1.67706 0.140 -0.030 0.301
C 0.26948 -0.98881 2.61969 -0.141 0.476 0.308
H 7.89461 -3.04135 4.96876 -0.275 0.236 0.092
C -7.43065 3.15830 10.53665 1.460 0.099 0.765
C -13.43317 1.71559 8.20362 -1.248 -0.694 1.433
H 2.97136 -13.70790 -5.62443 0.357 -0.158 -0.005
O -6.01876 -9.46004 3.65998 1.661 1.373 -1.044
O -0.24974 1.08855 1.65748 -0.851 2.792 0.385
H 5.49586 3.96288 -8.56092 0.179 0.267 0.013
S 8.13291 3.84614 -0.32451 0.437 -1.581 2.925
O -3.30043 -2.49973 -6.56960 1.455 -2.443 0.921
O 0.86963 -11.31771 -4.76957 -0.426 1.690 1.056
H 3.76204 7.91431 -9.58513 0.200 0.290 0.505
H -4.95648 -6.34526 0.98798 0.084 -0.301 -0.119
C -2.28684 3.29574 2.66817 -0.898 -0.353 0.904
O 10.21497 -3.13382 3.31797 2.581 -0.953 2.693
H -3.83207 -6.67336 -7.29600 0.119 0.306 -0.178
H 6.80041 10.92448 -5.81841 0.299 -0.385 -0.057
H 1.92931 9.02218 -10.76419 -0.083 -0.322 -0.211
C 5.92938 10.57348 -6.37177 0.246 -0.023 0.312
H 1.80574 6.78643 1.51667 0.045 -0.096 0.176
H 3.29433 5.06936 -6.79275 -0.286 0.251 -0.043
H 7.47450 0.98442 0.67935 0.496 -0.282 -0.114
H 0.81305 8.68557 -9.44512 0.046 -0.033 0.075
C 1.43953 -12.40637 -5.37912 -0.047 -2.275 -0.919
P -1.73167 1.25919 1.10912 -2.026 -0.390 -0.864
H 0.68250 -0.45429 3.47514 0.264 -0.185 0.106
S -2.56741 -3.67077 -6.09470 0.122 -0.644 0.409
H 2.26160 8.15899 3.34206 0.026 0.603 -0.308
O 2.72874 5.12258 5.64159 1.421 0.724 -3.729
O -6.02733 9.81312 -2.88740 1.778 -2.134 -0.283
H 7.55328 -1.82044 6.30516 -0.496 0.384 -0.899
O -8.57599 3.02418 11.34634 -2.212 0.436 0.362
O 7.82197 4.84120 -1.26876 -0.178 0.060 -0.708
H -4.47102 -5.34056 3.49857 1.148 -0.467 0.064
H -13.94376 2.56271 8.66163 -0.052 0.248 -0.434
C 2.82872 -12.82436 -5.00225 1.063 -0.126 -0.668
H -1.77931 2.65267 3.38718 0.423 -0.117 -0.273
C 9.53066 -1.77294 5.60471 -0.171 1.263 1.512
O -2.13260 2.83899 1.30745 1.219 -1.536 0.211
H 2.83725 -8.11815 -0.70251 0.114 0.221 -0.075
H 3.45576 6.10539 1.51010 0.028 -0.157 -0.047
O -3.61766 9.28267 -2.39036 -0.967 -0.215 1.393
H 9.76397 1.13618 0.01450 0.029 -0.160 0.108
O -2.70478 0.26500 1.68086 1.671 1.748 -1.100
C -12.31741 2.10284 7.34858 0.386 1.063 -0.934
O -0.12309 -10.17820 -2.73818 -0.270 -0.090 0.201
H 6.84619 9.25737 -7.90531 -0.449 0.205 -0.427
H -7.29127 4.20550 10.26823 -0.421 -0.095 -0.109
C 12.08282 -4.27694 4.47963 -0.414 0.157 1.018
F -8.89033 -0.26318 5.90261 -0.370 -1.067 -0.227
C 2.85440 -10.06327 -1.65553 -0.846 1.732 -0.625
O -1.19122 -3.56455 -5.60424 -2.839 -0.113 -1.199
H -4.08092 -6.53859 -4.74000 0.202 0.654 0.861
C 4.35494 5.02602 -7.04039 -1.060 -0.605 0.487
H -2.32022 3.29237 -1.51540 0.091 0.152 0.181
C 0.42140 -0.08513 1.39571 0.189 -2.689 0.234
H -5.06219 -5.34214 -5.64503 -0.207 -0.424 -0.117
H -3.28283 -6.75742 1.50734 -0.024 0.181 0.213
C -4.34437 -6.84496 1.73880 -0.415 0.765 1.691
O -3.55994 -9.74084 3.65634 -2.337 2.404 -1.208
O -11.57393 0.92891 7.06257 1.626 -1.775 -1.080
O -2.70642 -4.91916 -7.21538 -0.237 2.551 0.635
H 2.24934 -10.49983 -0.86091 0.109 -0.333 -0.080
H -4.28815 2.39478 2.98101 0.340 -0.124 0.127
O -5.37058 7.54658 -1.91845 0.951 3.113 -2.940
P 0.93294 -11.06731 -3.20498 0.789 -0.225 0.096
H 5.18004 10.30070 -5.62868 -0.290 0.741 0.000
F -10.59117 -1.51411 6.64169 0.812 0.790 -1.114
H 4.24933 3.01185 -7.90185 -0.453 0.145 0.173
H -0.79519 -1.08046 2.83463 -0.037 -0.201 -0.143
O -6.93840 1.64423 12.18833 -0.811 -1.456 1.042
O 4.42957 4.53066 3.78139 -2.588 2.167 1.777
C -1.36087 3.09632 -1.99427 -0.458 -0.922 0.213
O 4.81579 8.85036 -7.54864 -1.791 -2.134 -0.109
O 4.83736 6.30718 -7.40359 -0.595 1.742 -0.527
F 11.77167 -5.48548 4.03710 0.122 -0.131 -0.440
H -11.68799 2.80438 7.89609 0.291 0.102 -0.388
H 9.51253 1.02085 -1.66797 -0.640 0.584 -0.480
H -1.04626 -13.09569 -3.18827 0.164 0.522 -0.196
O 2.42372 -10.47794 -2.96933 -1.050 -2.052 -0.412
C -10.18542 -0.59720 5.72276 -1.010 0.858 0.365
H -6.13381 3.53722 12.27134 -0.107 0.098 -0.008
H -0.83394 4.04534 -2.09339 0.099 -0.255 -0.358
C 3.13724 7.60927 2.99687 -0.531 2.187 -0.482
H -1.61291 2.57934 -2.92017 0.120 0.626 -0.375
H 0.87726 -13.32677 -5.22157 -0.697 -0.001 0.707
C 9.12847 1.52499 -0.78115 0.312 -0.924 2.024
H 0.02127 1.39685 -1.73336 0.091 0.299 -0.199
H -4.05049 10.06975 -5.31789 -1.004 -0.221 0.166
C 4.47135 4.03755 -8.19637 1.192 -0.078 0.246
O 2.25832 5.61102 3.11253 -1.469 -3.271 1.358
O -4.51544 -7.38669 4.06825 0.471 -1.654 -0.325
S -8.57168 1.80414 12.37266 -0.550 -1.692 1.045
O -4.47772 8.24945 -4.28052 -2.024 -0.305 1.118
C -4.78739 -6.32494 3.15360 -0.986 -0.227 -0.626
```
Positions in Å, forces in eV/Å.